[1]
DFT (wB97M-V/def2-TZVPD) results for a 16-piece molecular cluster, CH30O18 overall.

Geometry as XYZ:
```
49
Properties=species:S:1:pos:R:3:forces:R:3
O 1.0644 -2.3975 -7.4938 1.0983 -1.0285 -0.7241
O -1.8386 -7.0796 -6.5328 -0.2824 -0.6711 -0.7173
O 1.3437 -2.2625 -4.1909 0.1953 -0.1252 -0.6083
O -0.5074 -7.9111 -3.6852 0.3475 -0.2829 -0.5457
H 3.3845 -5.2110 -7.6410 -0.0700 -0.1073 -0.1440
H 0.0430 -9.3392 -6.4740 0.1684 0.2315 -0.0574
H 0.2081 -8.7634 -8.7782 -0.5532 -1.9170 0.7943
H 0.1537 -5.2548 -8.0617 0.2021 0.7899 -0.2549
O -0.0109 -4.6433 -8.8039 -0.5519 0.1917 -0.9752
H 0.2892 -7.3991 -3.9703 -0.7194 -0.1881 0.5195
H -0.9265 -6.7248 -6.5105 0.0513 0.1008 -0.0850
H 2.4926 -5.2841 -3.9654 -0.6759 -0.7742 -0.1976
O 2.8823 -4.6831 -3.3512 -0.4255 0.9096 1.2999
O 2.8186 -5.7111 -8.2481 1.2171 0.4661 -0.6378
H 0.4955 -3.8199 -8.7245 -0.1420 -0.6696 0.5233
H -2.3082 -6.7577 -5.7789 -0.1966 0.1691 0.7939
H 3.7796 -4.9426 -3.4029 1.5550 -0.1924 0.0088
O -1.3066 -3.9040 -6.0713 2.0722 0.7013 -0.4578
H 3.7305 -3.2882 -5.9812 -0.1560 1.8999 0.2589
H -1.3244 -1.9107 -4.5910 0.0563 -0.7862 -0.1276
O 3.6042 -7.8596 -6.1711 1.4117 1.3327 -0.0547
O -0.2940 -4.7575 -3.2063 -1.3229 -0.5756 0.7409
O 0.6512 -6.3576 -6.8792 2.3747 1.4245 4.8376
O 2.6464 -8.5161 -3.4085 0.1215 -1.3732 0.7287
H 2.6458 -4.4180 -5.8099 1.3063 1.3685 -0.0709
O 3.5910 -4.2034 -6.0245 0.2905 -2.3184 -0.3944
O 0.9749 -9.0895 -6.4249 -0.3189 -1.5978 0.4414
H 2.1422 -7.9779 -4.0262 0.2053 -0.0532 0.1537
H -0.3659 -4.2898 -6.0858 -1.7939 0.7441 -0.2892
H 0.5785 -2.0289 -3.6736 -0.4314 0.1809 0.4092
H 0.1351 -4.8015 -4.0518 1.1103 0.0363 -0.7158
H 1.1355 -3.1733 -4.4955 0.6919 0.7556 0.4450
H -1.8608 -4.6206 -5.8529 -1.0490 -1.2395 0.1207
C 1.2730 -5.8642 -5.6795 -5.0777 -1.4295 -2.8458
H 2.9668 -7.3724 -5.6514 0.4380 0.8819 0.2268
H 2.2409 -9.3956 -3.4734 0.2231 0.4575 0.0348
H 0.6606 -1.6341 -7.1523 -0.8569 1.4628 0.7464
H -1.0627 -5.3232 -3.3901 0.1578 0.0273 0.5306
H 1.1563 -2.9856 -6.7333 0.0298 -0.0821 -0.0777
O -1.4929 -2.4676 -3.8236 -0.8098 1.6531 0.9608
H 0.4712 -7.3678 -8.2625 0.2765 -0.3498 -0.5306
H 1.9903 -5.7964 -7.7805 -0.2829 -0.2424 -0.2465
O 1.1176 -4.5634 -5.4938 1.0059 -3.2013 -0.3953
O 1.6031 -6.7209 -4.7956 -0.0034 3.0087 -1.6383
O 0.5002 -7.9340 -9.0578 0.3368 1.9305 -0.9932
H 0.9729 -8.1354 -6.3377 -0.1260 0.9052 -0.3497
H -0.9772 -3.2807 -3.8553 -0.0291 -0.1473 -0.2181
H 3.1041 -8.6335 -6.1791 -0.8369 -2.6807 -0.5786
H -0.4534 -8.6558 -4.3120 -0.2319 0.4038 0.3562
```
Forces are in eV/Å.

Values from the calculation:
Charge: -2
Frontier orbital gap (eV): 8.525
Energy above the lowest of the compared OMol25 structures with the same formula, charge and spin (kcal per mole): 38.9
HOMO (eV): -3.512

---

[2]
DFT (wB97M-V/def2-TZVPD) results for C7H15N5 as an isolated structure.

Geometry as XYZ:
```
27
Properties=species:S:1:pos:R:3:forces:R:3
H 1.3357 2.4089 1.5037 -0.3714 1.7726 2.0881
N 1.4996 -0.9514 -0.1440 -0.0051 -0.5336 0.3896
C 1.5122 1.5092 1.0300 1.1712 -1.5721 1.0338
H 2.9101 -2.2109 -0.8445 1.3866 -0.5979 0.2628
N -3.2329 -1.7508 -1.1608 -0.8922 0.0429 0.0002
N -1.5160 -1.8905 0.1447 0.0453 -1.5799 1.2714
N -2.7471 -2.3438 -0.1498 -1.1773 -1.1301 0.2572
N -2.3442 -0.8386 -1.5339 2.1972 -1.4408 2.4950
H -0.5685 1.0796 2.5783 0.0778 1.2255 1.6349
H -2.4705 -0.3012 -2.3272 -0.2609 1.1040 -1.6030
C 0.1517 1.0300 0.5631 1.2195 -0.3532 -2.2126
H -1.6979 2.1844 -0.1660 1.0549 -0.8458 -1.0476
H -0.2362 -0.5056 1.8878 0.4032 -0.6845 0.8965
H 0.0026 2.5515 -0.8759 0.7427 0.9840 -2.5275
H 1.3150 -2.9376 -1.0196 0.0299 0.6420 0.3241
H -1.6218 0.2547 1.3819 0.1102 0.5386 0.6393
H 2.0949 0.7544 1.7460 -1.2031 1.7676 -1.7720
C -0.5769 2.2274 -0.0978 -1.7995 -1.8388 2.4321
H 0.7445 0.2945 -1.5774 -0.2781 -0.0101 0.6469
H -0.5880 2.9837 0.6299 0.6309 1.4205 1.2127
H 1.8691 -1.6549 -2.0710 -0.1246 0.3126 -0.0819
C -0.6018 0.4856 1.7324 -1.2537 -1.9342 -2.5927
H 2.1066 1.9157 0.2339 0.7916 -0.7094 -0.8061
C 0.5680 -0.0696 -0.5487 -4.3698 0.5312 0.6492
C -1.2367 -1.0021 -0.7025 2.5482 3.7107 -2.7060
H 1.4277 -1.2308 0.8262 -0.0199 -0.0531 -0.1471
C 1.9006 -1.9919 -1.0389 -0.6536 -0.7686 -0.7375
```
Forces are in eV/Å.

Values from the calculation:
Charge: 0
Frontier orbital gap (eV): 9.604
Energy above the lowest of the compared OMol25 structures with the same formula, charge and spin (kcal per mole): 53.7
HOMO (eV): -8.973

---

[3]
DFT (wB97M-V/def2-TZVPD) results for C26H31MnO3Se as an isolated structure.

Geometry as XYZ:
```
62
Properties=species:S:1:pos:R:3:forces:R:3
O 0.9052 -0.4893 -1.1027 0.0351 0.2055 -0.0730
H 2.7135 1.0814 3.9786 0.0073 -0.0043 0.0087
H -1.5011 1.0021 2.1567 -0.0917 0.0275 -0.0289
C -3.6574 -0.4987 -1.8118 0.0231 -0.0140 -0.0116
H 2.6488 -1.2706 1.7013 0.0070 -0.0044 0.0015
H -4.3753 -0.6119 1.4706 -0.0049 -0.0001 0.0128
H 2.6885 3.5951 -1.9664 0.0053 0.0091 -0.0086
H -6.3391 -1.5379 -0.4052 -0.0111 -0.0109 -0.0007
C 0.6692 -3.2817 -1.4421 -0.0441 0.0025 -0.0221
H -5.4487 -2.4152 -1.6512 -0.0023 -0.0082 0.0014
C 1.8561 1.0925 3.2985 0.0079 0.0101 -0.0668
H 1.1671 -1.6574 -2.2291 0.1306 0.0217 0.0290
C 1.3498 3.9947 1.9740 0.0438 -0.0519 -0.0520
H 2.0821 4.7630 2.2418 -0.0142 0.0138 0.0162
O 1.2161 -2.6191 -2.4748 -0.0532 -0.0470 -0.0428
H 3.7937 -0.0280 -1.5317 -0.0060 -0.0034 -0.0256
C 0.4056 -1.1509 -0.1384 -0.1885 -0.0758 -0.1139
H 3.2563 4.6899 -0.6987 0.0111 0.0091 -0.0231
C 2.2440 1.5466 1.9245 0.1322 -0.1791 0.0584
C 3.0927 1.5139 -0.2169 0.1512 -0.1185 -0.1987
H -3.9242 -0.9663 -2.7552 -0.0099 -0.0114 0.0004
C 3.6982 1.0564 -1.5103 -0.0157 0.0214 0.0593
H -0.6850 -2.8183 1.6184 -0.0022 0.0081 -0.0002
H -5.1483 -2.7509 0.0565 -0.0036 -0.0120 -0.0025
C 2.5453 2.7921 0.0185 -0.1491 0.2070 -0.1196
C -1.9874 0.8487 -3.0966 -0.0248 0.0062 0.0150
H 1.0947 1.7433 3.7283 -0.0084 -0.0080 0.0164
C 2.5028 3.9362 -0.9483 -0.0470 -0.0522 0.0516
C -4.2916 -0.9015 -0.6481 -0.0132 -0.0161 0.0042
C -3.9047 -0.2992 0.5424 -0.0075 -0.0121 0.0089
Se -0.9406 2.4512 -0.5745 0.0192 -0.0264 0.1396
H -0.1489 -6.4552 -0.5925 -0.0054 -0.0046 0.0043
H 1.4408 0.0840 3.2562 -0.0017 -0.0005 0.0326
C 3.4092 -0.6676 1.2000 -0.0436 -0.0265 -0.0180
H 3.6590 -1.1692 0.2647 -0.0118 -0.0257 0.0042
H 3.0701 1.3419 -2.3549 0.0103 0.0034 -0.0212
C 0.5314 -4.6674 -1.5356 -0.0072 -0.0345 -0.0107
C -0.0454 -5.3804 -0.5015 0.0241 0.0327 -0.0191
H -2.3604 0.2333 -3.9170 -0.0054 -0.0008 -0.0135
H 0.8765 -5.1585 -2.4362 0.0047 -0.0006 -0.0059
Mn 1.0361 1.2451 0.2449 -0.0256 -0.2946 -0.4502
H 0.8215 3.7008 2.8800 -0.0198 0.0184 0.0128
C -2.5366 1.2680 1.9173 0.1134 -0.0088 -0.0183
H 1.5256 4.4218 -0.9398 -0.0003 0.0139 -0.0011
H 0.6150 4.4379 1.3006 0.0062 0.0098 -0.0016
H -2.5821 2.3571 1.8883 0.0066 0.0211 0.0276
H 4.6913 1.4893 -1.6609 0.0164 -0.0092 -0.0077
C -0.4952 -4.7322 0.6459 -0.0078 -0.0012 0.0136
H -2.1494 1.9016 -3.3348 0.0137 0.0043 -0.0203
C -5.3644 -1.9594 -0.6641 0.0198 0.0298 0.0045
C -2.6676 0.4821 -1.8070 0.0500 -0.0048 -0.0244
H 4.3044 -0.6706 1.8300 0.0112 -0.0178 -0.0112
H -0.9081 0.7161 -3.0059 0.0050 -0.0094 -0.0021
C -0.3501 -3.3600 0.7432 0.0034 -0.0075 0.0206
C -2.3028 1.0929 -0.6019 0.1264 -0.0093 -0.0039
C -2.9237 0.6846 0.5892 -0.0556 -0.0372 -0.0173
O 0.1027 -0.5631 0.9197 0.0277 0.1933 0.3253
C 2.9170 0.7236 0.9545 0.0637 0.0786 0.3621
H -3.1931 0.8949 2.7050 -0.0058 -0.0075 0.0243
C 2.0223 2.8155 1.3384 -0.1536 0.1574 0.1652
H -0.9521 -5.2939 1.4499 -0.0046 -0.0019 0.0049
C 0.2311 -2.6235 -0.2837 -0.0311 0.0538 0.0112
```
Forces are in eV/Å.

Values from the calculation:
Charge: -1
<S²>: 0.767
2S+1: 2
Frontier orbital gap (spin up / spin down) (eV): 6.698 / 6.937
HOMO (spin up / spin down) (eV): -3.827 / -4.064

---

[4]
DFT (wB97M-V/def2-TZVPD) results for the molecule C17H17N3O6.

Geometry as XYZ:
```
43
Properties=species:S:1:pos:R:3:forces:R:3
C 3.0518 1.4067 2.1532 -0.2908 2.9057 2.0075
O -0.7622 -1.9633 1.3004 -2.0671 1.3685 -1.3938
N -0.5933 0.5611 -1.2682 -2.6009 -4.2533 1.2144
C 2.9092 0.1355 1.5476 3.6231 -1.8379 -0.1013
H -0.0880 2.6388 -1.1403 0.2596 -1.8657 -1.2408
H -3.1005 3.1625 0.8413 -1.4463 -1.1694 0.0199
H -2.6005 -3.2909 -2.4416 -0.2001 0.7670 0.2426
H -1.2189 -3.1898 -3.5196 0.0586 0.5490 0.1149
H -0.1039 1.9088 -2.8562 -0.4447 -0.2965 0.6547
O -2.0052 0.9596 2.0801 -0.2966 -0.0340 -2.8101
C -1.5658 -3.5665 -2.5647 0.6034 0.0568 -0.4484
C 2.1005 2.4101 2.0971 -0.1277 -0.0052 -0.5007
O -3.0946 1.2470 0.1026 0.8116 -0.3758 0.0260
C 0.6322 0.7411 0.8100 0.3728 -2.3697 2.0041
C -3.8536 2.2933 0.7249 0.9928 2.3813 0.9148
C -0.6918 -3.1713 -1.3871 -1.6308 -0.5699 1.5853
C 0.7741 2.1031 1.4523 3.0446 -1.8982 -0.0270
H 1.5841 -1.0819 0.2950 0.0948 0.2331 0.9957
C -0.6970 0.2640 0.1918 -2.2240 2.2621 -1.2636
O -0.1811 -0.8557 -3.0397 -0.4097 -0.4858 -0.0503
O -0.0817 2.8803 1.3023 -2.9133 3.0907 -0.2798
H 1.1323 1.3632 -1.7548 0.6157 0.9136 -0.0993
C 0.0931 1.6883 -1.7921 0.9385 1.5965 0.3495
C -1.5945 -5.0821 -2.6833 2.3801 -0.8216 -0.8022
C -0.9662 -1.2841 0.2894 4.8826 -1.0723 1.7115
H -4.6860 2.6325 0.1289 0.1809 -0.3265 -0.9998
H 2.4417 4.5647 2.4897 -1.8852 3.7251 -0.2151
C 1.6355 -0.1716 0.9235 -1.4346 0.4135 -1.8501
H -1.0294 -5.3805 -3.6421 -1.8837 0.1679 0.8772
H -4.3405 2.1229 1.6949 0.8112 -0.7616 -0.0829
H 4.7647 4.0961 3.2640 -0.6243 -1.5229 -0.0662
H 0.2519 -3.6750 -1.4118 1.1414 0.5022 -0.5376
H -2.6273 -5.3590 -2.5133 0.1663 -1.0051 -0.5524
C 2.7190 3.6168 2.5648 1.0262 -3.3347 -0.0970
H -1.1323 -3.7392 -0.5426 0.0070 0.7132 -0.0070
H -0.8966 -5.6158 -1.9970 -0.8423 0.5008 0.3227
C 4.0040 3.3280 2.9691 -1.1617 0.0366 -0.3944
N 4.1405 1.9813 2.7888 0.5792 -0.2600 -0.6333
O 3.9281 -0.5947 1.4730 -2.2298 0.6731 -0.0222
N -0.6512 -1.7550 -0.9580 -1.5862 -0.3552 -1.4046
C -2.0246 0.8938 0.8450 1.1902 -0.0155 3.5531
C -0.5287 -0.7272 -1.8910 1.6229 2.6647 -0.6739
H 4.9524 1.5040 3.0740 0.8964 -0.8849 -0.0404
```
Forces are in eV/Å.

Values from the calculation:
Structure (SMILES): CCCN1C(=O)N(C)[C@](C(=O)OC)(C2=CC(=O)c3[nH]ccc3C2=O)C1=O
Charge: 0
Frontier orbital gap (eV): 7.852
Energy above the lowest of the compared OMol25 structures with the same formula, charge and spin (kcal per mole): 84.7
HOMO (eV): -9.327